Record 1
ORCA calculation (the ωB97M-V functional and the def2-TZVPD basis) on a molecular structure, H20O10 in a non-equilibrium geometry.

Each line ends with the Mulliken charge.
Positions of all 30 atoms, in Å:
O 4.55068 -0.68273 0.27775  -0.639
O 0.07107 -1.33557 1.05030  -0.648
O 2.83985 1.84048 3.06696  -0.617
O 0.79660 0.56115 -1.69422  -0.635
O -1.05441 -1.56402 -2.39476  -0.652
O -0.56892 -2.20832 2.51704  -0.394
O -3.14917 0.79463 -0.90188  -0.571
O -0.37981 0.06471 0.04828  -0.730
O -1.61483 1.64030 2.13424  -0.660
O -1.17795 0.87911 -3.01575  -0.620
H -1.36660 1.78017 -3.30121  0.276
H -2.36369 1.04156 2.23289  0.292
H 3.63397 -0.78072 0.55888  0.316
H 0.53682 -0.10261 -2.34301  0.343
H -0.74702 0.76070 -0.50827  0.453
H -1.09173 1.24697 1.42668  0.267
H -3.51585 0.47704 -1.73475  0.319
H 3.23747 2.71181 3.17501  0.314
H -1.03779 -2.02526 -1.54861  0.358
H -1.15420 -0.63606 -2.15409  0.193
H -0.62124 -1.83766 0.60579  0.351
H -0.23465 -2.94525 3.04067  0.182
H 0.23201 0.52863 0.63089  0.348
H -0.62677 0.52042 -3.72040  0.332
H 0.81581 -1.37153 0.43951  0.306
H 3.15630 1.54338 2.20640  0.309
H -1.29545 -1.85679 3.04389  0.234
H 0.21022 1.30512 -1.87218  0.341
H 4.48573 -0.43198 -0.65063  0.327
H -2.56646 0.08232 -0.61541  0.305

Cartesian forces (eV/Å) of the 6 atoms listed first:
O -0.17 0.10 -0.06
O 5.90 -4.79 -1.23
O 0.06 0.08 -0.17
O 3.06 0.75 -1.99
O -0.05 -0.49 0.22
O -2.85 -3.22 5.77

Values from the calculation:
- HOMO level (Eh) = -0.2826
- E_LUMO (eV) = -0.116
- frontier orbital gap (eV) = 7.57
- energy (Ha) = -764.0983

---

Record 2
ORCA calculation (the ωB97M-V functional and the def2-TZVPD basis) on C4H5NO in the gas phase in a non-equilibrium geometry.

Each line ends with the Mulliken charge.
Positions of all 11 atoms, in Å:
O -1.14293 1.04764 -0.84216  -0.360
N 1.10776 0.61988 -0.83491  -0.545
C 0.81688 -0.96515 1.16713  -0.977
C 0.12423 1.35976 -1.21776  0.122
C 0.47471 -0.27371 0.04571  0.636
C -0.96556 -0.20690 -0.11978  -0.217
H -1.44517 -0.98250 -0.72253  0.222
H 0.27631 -0.69691 2.07678  0.281
H -1.16382 -0.60724 0.94418  0.235
H 1.69129 -1.57152 1.30370  0.234
H 0.22631 2.27664 -1.80035  0.367

Cartesian forces (eV/Å) of the 6 atoms listed first:
O -0.05 0.17 0.68
N -0.28 -0.34 -0.39
C 1.04 0.22 -0.06
C 0.08 -0.19 0.04
C 0.11 -0.40 0.39
C 0.02 -0.47 0.41

Values from the calculation:
- HOMO level (Eh) = -0.3144
- SMILES = C=C1COC=N1
- E_LUMO (eV) = 0.499
- frontier orbital gap (eV) = 9.05
- energy (Ha) = -285.2986

---

Record 3
ORCA calculation (the ωB97M-V functional and the def2-TZVPD basis) on a gas-phase ion, C4H11N2O (charge +1) in a non-equilibrium geometry.

Each line ends with the Mulliken charge.
Positions of all 18 atoms, in Å:
O 0.49942 -0.27572 -1.69979  -0.433
N -0.12817 1.20288 0.29715  -0.225
N 0.69962 -1.14297 0.62491  -0.347
C 0.11294 -0.35245 -0.38264  0.396
C -0.88842 -0.61224 -1.41975  -0.320
C -0.23446 -1.95122 1.42089  -0.836
C 0.68394 2.32325 -0.29974  -0.857
H 0.36424 -2.16757 2.26716  0.311
H 1.53888 -1.69615 0.23252  0.354
H -0.96420 -1.71346 -1.65096  0.251
H 1.08432 2.26564 -1.30299  0.344
H -1.62743 0.09168 -1.85422  0.263
H 1.49177 2.55446 0.35003  0.324
H -1.04726 -1.32259 1.46757  0.374
H 0.03078 3.21177 -0.44610  0.357
H 0.09215 1.27864 1.34725  0.364
H -1.12742 1.19773 0.05466  0.389
H -0.58069 -2.89168 0.99405  0.291

Cartesian forces (eV/Å) of the 6 atoms listed first:
O 0.41 0.61 1.40
N 0.94 -0.94 -0.47
N 1.83 -1.00 -2.89
C 0.56 1.00 0.89
C 0.21 -1.91 -1.01
C 1.87 -0.79 -1.41

Values from the calculation:
- HOMO level (Eh) = -0.5196
- charge = +1
- SMILES = CN[C@]1([NH2+]C)CO1
- E_LUMO (eV) = -3.143
- frontier orbital gap (eV) = 11.00
- energy (Ha) = -343.4103

---

Record 4
ORCA calculation (the ωB97M-V functional and the def2-TZVPD basis) on a molecular structure, C10H17KO8S in a non-equilibrium geometry.

Each line ends with the Mulliken charge.
Positions of all 37 atoms, in Å:
K -1.32455 3.13300 -1.40867  0.978
S -1.46727 -2.37243 -1.21804  1.132
O -2.89802 -1.90302 -1.47304  -0.657
O -1.38186 -0.28964 0.51009  0.174
O -3.85786 2.08795 1.46859  -0.549
O 1.70504 -3.02929 -1.88596  -0.696
O -1.39912 -3.63430 -2.05760  -0.583
O -1.46461 -2.58911 0.48538  -0.471
O -0.23319 -1.21852 -1.46042  -0.386
O 1.49332 -3.77069 0.29766  -0.703
C 2.29319 0.54164 -0.85995  -0.207
C -3.07611 1.36048 -0.77091  -1.594
C 0.56475 -1.43949 -0.23955  0.794
C -3.52358 0.88540 0.69572  0.358
C 1.29242 -2.85054 -0.56329  0.363
C 4.51399 1.00909 0.62044  -0.918
C 3.31121 1.65262 -0.23483  -0.396
C -2.38224 0.07597 1.49278  -0.643
C -0.61648 -1.45457 0.89327  -0.405
C 1.52224 -0.27200 0.29200  -0.675
H 2.73136 2.38719 0.44636  0.199
H -2.78321 -0.83464 2.05849  0.283
H -1.98590 1.73151 -0.85026  0.367
H 1.01456 0.50177 0.96688  0.134
H -4.46037 0.22828 0.69021  0.330
H 2.81400 -0.13864 -1.63179  0.368
H 4.32700 -0.05119 0.99865  0.274
H -3.26416 2.80782 1.14511  0.294
H 4.68359 1.68046 1.55014  0.233
H 1.53136 1.16604 -1.47972  0.004
H -3.75248 2.27994 -1.03530  0.541
H 5.47518 1.02554 0.00499  0.297
H 2.32114 -0.78801 0.95524  0.359
H -0.25658 -1.50350 1.98448  0.428
H -1.90846 0.82693 2.23813  0.243
H 3.79617 2.22338 -1.11571  0.327
H -3.35446 0.53460 -1.50957  0.403

Cartesian forces (eV/Å) of the 6 atoms listed first:
K 2.61 3.97 -1.81
S -5.93 -3.50 -3.92
O 4.08 0.96 1.10
O 0.14 -0.34 2.52
O 0.71 -0.13 -0.92
O -2.19 2.30 5.77

Values from the calculation:
- HOMO level (Eh) = -0.2540
- E_LUMO (eV) = -2.276
- frontier orbital gap (eV) = 4.64
- energy (Ha) = -1990.9675

---

Record 5
ORCA calculation (the ωB97M-V functional and the def2-TZVPD basis) on a molecular structure, C2H2BrF2NO in a non-equilibrium geometry.

Each line ends with the Mulliken charge.
Positions of all 9 atoms, in Å:
Br -2.04334 1.51596 0.20505  -0.221
F -1.64453 -1.28708 0.50885  -0.204
F -0.66852 -0.17103 2.16812  -0.190
O 1.42257 -1.29400 0.51166  -0.403
N 0.96559 0.42426 -1.05994  -0.336
C -0.92689 -0.13673 0.81215  0.283
C 0.88341 -0.42753 -0.06534  0.569
H 0.12735 0.88542 -1.53443  0.238
H 1.88435 0.49075 -1.54612  0.264

Cartesian forces (eV/Å) of the 6 atoms listed first:
Br 0.91 -1.39 0.70
F 0.63 1.78 0.62
F -0.89 0.41 -2.05
O 1.17 0.20 -0.54
N 0.80 1.01 -2.15
C 1.78 -1.36 -0.65

Values from the calculation:
- HOMO level (Eh) = -0.3535
- E_LUMO (eV) = 0.155
- frontier orbital gap (eV) = 9.77
- energy (Ha) = -2981.1032

---

Record 6
ORCA calculation (the ωB97M-V functional and the def2-TZVPD basis) on a gas-phase ion, C10H12N5 (charge +1) in a non-equilibrium geometry.

Each line ends with the Mulliken charge.
Positions of all 27 atoms, in Å:
N -0.70542 0.06108 -1.66624  -0.457
N 3.40421 -0.22922 1.16399  -0.399
N -0.81079 -0.48458 0.63577  0.998
N -1.10321 0.70033 1.37638  -0.933
N -2.79330 -0.28872 -0.62538  -0.453
C 2.57549 0.93483 1.28432  -0.497
C -1.48638 -0.24266 -0.66121  0.581
C -3.41805 0.05858 -1.74066  -0.134
C -1.32627 0.39435 -2.79414  -0.158
C 0.63434 -0.53391 0.51863  -0.647
C -1.40011 -1.64972 1.32344  -0.800
C -2.71232 0.43433 -2.87899  -0.537
C 4.46418 -0.19594 0.49891  -0.279
C 1.15089 0.55471 1.11074  0.459
C -0.00111 1.29063 1.61771  -0.408
H -4.49830 0.03938 -1.69349  0.465
H -3.21164 0.73827 -3.78248  0.402
H 5.07067 -1.08700 0.47433  0.281
H -2.46811 -1.46447 1.42555  0.334
H 1.10900 -1.34760 0.00940  0.378
H 2.70007 1.33321 2.29920  0.417
H 0.01059 2.22063 2.15653  0.536
H 4.82598 0.68261 -0.04394  0.237
H -0.94005 -1.74292 2.30494  0.363
H -1.22573 -2.55125 0.74267  0.409
H 2.83451 1.73695 0.56888  0.380
H -0.67913 0.63810 -3.62487  0.460

Cartesian forces (eV/Å) of the 6 atoms listed first:
N 0.36 -0.18 0.50
N -0.32 -0.54 0.34
N 0.63 0.00 -0.37
N -1.16 1.11 0.91
N 0.23 -0.20 0.58
C 0.22 0.34 -0.10

Values from the calculation:
- HOMO level (Eh) = -0.4811
- charge = +1
- SMILES = C=NCC1=C[N@+](C)(c2ncccn2)N=C1
- E_LUMO (eV) = -3.831
- frontier orbital gap (eV) = 9.26
- energy (Ha) = -661.7152

---

Record 7
ORCA calculation (the ωB97M-V functional and the def2-TZVPD basis) on C6H14O in the gas phase.

Each line ends with the Mulliken charge.
Positions of all 21 atoms, in Å:
O 2.40971 -0.14303 0.35900  -0.300
C -2.27468 -0.16453 0.20531  -0.425
C 1.32197 0.44331 -0.31520  -0.501
C -1.18308 0.91740 0.03862  -0.656
C 3.52000 -0.36318 -0.46774  -0.713
C 0.17636 0.56325 0.67859  -0.568
C -2.49212 -0.96620 -1.07859  -1.202
H -1.54745 -1.39227 -1.44170  0.256
H 0.11704 -0.39572 1.20660  0.309
H 4.25917 -0.91115 0.12342  0.241
H -2.88014 -0.31262 -1.86955  0.326
H -1.54194 1.86768 0.44792  0.375
H -1.04459 1.10094 -1.03828  0.416
H -2.00375 -0.84281 1.02553  0.325
H 1.60160 1.43390 -0.71736  0.310
H 1.02509 -0.18242 -1.17702  0.275
H 3.25255 -0.96710 -1.35064  0.301
H 3.96842 0.58135 -0.81710  0.282
H 0.45517 1.30643 1.43415  0.274
H -3.20571 -1.78560 -0.94041  0.361
H -3.22321 0.29912 0.50616  0.313

Cartesian forces (eV/Å) of the 6 atoms listed first:
O 0.00 0.01 0.06
C -0.03 0.02 0.03
C -0.22 0.09 -0.10
C -0.02 0.08 -0.02
C 0.26 -0.07 -0.16
C 0.02 -0.02 0.04

Values from the calculation:
- HOMO level (Eh) = -0.3608
- SMILES = CCCCCOC
- E_LUMO (eV) = 1.109
- frontier orbital gap (eV) = 10.93
- energy (Ha) = -312.2193

---

Record 8
ORCA calculation (the ωB97M-V functional and the def2-TZVPD basis) on a molecular structure, CHAuLiO2 in a non-equilibrium geometry.

Each line ends with the Mulliken charge.
Positions of all 6 atoms, in Å:
Au 1.00519 0.92836 0.10766  0.737
O -0.53730 0.01870 -0.21977  -0.261
O 2.25749 -0.32640 0.13906  -0.857
C -1.80729 0.05246 -0.17660  0.238
Li 1.19456 -1.69275 -0.18950  0.887
H -2.11265 1.01964 0.33914  0.255

Atomic forces in eV per Å
Au 2.76 7.33 1.21
O -11.78 -3.72 -1.64
O 4.15 -3.73 0.16
C 5.43 1.49 0.75
Li 0.54 -0.57 -0.03
H -1.09 -0.79 -0.45

Values from the calculation:
- HOMO level (alpha / beta) (Eh) = -0.5050 / -0.5104
- spin multiplicity = 3
- charge = +1
- E_LUMO (alpha / beta) (eV) = -6.119 / -7.772
- frontier orbital gap (alpha / beta) (eV) = 7.62 / 6.12
- energy (Ha) = -331.8725